Computed, not measured: a single C3H8N2 molecule at a distorted geometry, with ωB97M-V/def2-TZVPD.

- total energy (eV) = -6218.77449
- HOMO-LUMO gap (eV) = 9.13
- SMILES string = C=NN(C)C

Geometry as ORCA input:
```
! wB97M-V def2-TZVPD RIJCOSX def2/J DEFGRID3
* xyz 0 1
C -1.90216 -0.24671 0.07924
N -0.75448 -0.81951 -0.14442
N 0.37565 -0.00914 -0.13498
C 0.29986 1.45384 0.00928
C 1.68824 -0.70739 0.09479
H -2.14074 0.79382 0.28403
H -2.76685 -0.85966 0.16234
H 1.27070 1.97051 -0.26625
H -0.06906 1.70212 1.02511
H -0.37653 1.85485 -0.77573
H 2.06133 -1.23770 -0.81685
H 2.46584 0.02473 0.35470
H 1.69146 -1.44659 0.88861
*
```

Computed, not measured: a molecular structure, C30H84Fe2N6O17S2 at a distorted geometry, with ωB97M-V/def2-TZVPD.

- total energy (eV) = -166648.00392
- expectation value of S² = 30.013
- HOMO-LUMO gap (spin up / spin down) (eV) = 8.92 / 5.85

Geometry as ORCA input:
```
! wB97M-V def2-TZVPD RIJCOSX def2/J DEFGRID3
* xyz 2 11
Fe 0.42160 -2.31077 -0.98540
Fe 1.25751 2.28474 -2.45509
S -0.21700 0.63733 -0.02791
O -1.45744 1.14826 0.55381
O -0.42084 -0.71589 -0.53182
O 0.21425 1.41377 -1.16279
O 0.92520 0.56374 0.85612
S 1.96259 -0.26229 -3.03572
O 2.56324 0.71627 -2.15073
O 1.35045 -1.31134 -2.23140
O 0.95095 0.67009 -3.51239
O 2.88090 -0.65893 -4.08157
C -0.33510 -2.79182 -4.68500
C -1.19728 -2.08629 -3.60888
C -2.71046 -2.11839 -4.03903
O -3.45682 -1.46546 -3.06747
C -4.80490 -1.56448 -3.24169
N -1.25062 -2.69282 -2.26688
H 0.66547 -3.13942 -4.42780
H 0.03588 -2.16222 -5.49375
H -0.85034 -3.63419 -5.14656
H -0.85338 -1.05404 -3.54338
H -3.12346 -3.12139 -4.14634
H -2.92239 -1.70630 -5.02562
H -5.21896 -2.56742 -3.34544
H -5.19999 -0.97519 -4.06918
H -5.22790 -1.14230 -2.33014
H -2.13345 -2.20747 -2.19514
H -1.62011 -3.58785 -2.55408
C -2.38171 2.01006 -2.95377
C -1.51056 2.76251 -3.88821
C -2.12886 3.90324 -4.70778
O -1.01948 4.68273 -5.30084
C -0.64422 4.17848 -6.58450
N -0.36822 3.28663 -3.15855
H -3.37971 1.89509 -3.37672
H -2.62637 2.41171 -1.97045
H -1.98282 1.01204 -2.77228
H -1.09715 2.21022 -4.73212
H -2.70014 4.52640 -4.01973
H -2.73698 3.41457 -5.46902
H -0.54570 5.00763 -7.28513
H -1.29318 3.40995 -7.00438
H 0.16790 3.47638 -6.39577
H -0.29304 4.16484 -3.65171
H -0.83919 3.67505 -2.35393
C 1.56661 4.20188 1.20573
C 1.29817 4.22404 -0.34386
C 1.25572 5.67137 -0.91986
O 1.17719 5.49884 -2.41729
C 1.39256 6.81922 -3.00537
N 2.25542 3.37179 -1.03416
H 1.35259 3.24234 1.67645
H 0.95150 4.87694 1.80073
H 2.57471 4.57955 1.37666
H 0.34738 3.70513 -0.46569
H 2.09082 6.27202 -0.55941
H 0.38038 6.21927 -0.57103
H 1.25584 6.87638 -4.08525
H 2.37108 7.29391 -2.93278
H 0.78169 7.54333 -2.46630
H 2.58946 2.77620 -0.28999
H 3.02279 4.02325 -1.11688
C 1.16985 -6.34961 -1.96380
C 0.55685 -5.09118 -1.49486
C -0.08233 -5.11869 -0.13314
O -0.46170 -3.71958 0.13978
C -1.60674 -3.67655 1.00497
N 1.52180 -3.96028 -1.61510
H 2.09259 -6.59177 -1.43653
H 1.37067 -6.15487 -3.01730
H 0.49188 -7.20070 -1.89972
H -0.26624 -5.05610 -2.20858
H 0.56905 -5.45480 0.67361
H -0.95512 -5.77150 -0.11992
H -2.06358 -2.69704 0.86372
H -1.19498 -3.78450 2.00841
H -2.36070 -4.43488 0.79383
H 2.34617 -4.29358 -1.13612
H 1.92978 -4.06610 -2.53296
C 4.02405 -1.25908 0.33807
C 3.19950 -2.45391 0.57251
C 3.47054 -3.19448 1.93611
O 2.51893 -4.22873 2.19265
C 3.00804 -5.15524 3.22920
N 1.78355 -2.01431 0.53780
H 3.70652 -0.66674 -0.52007
H 5.02547 -1.65428 0.16755
H 4.03994 -0.53488 1.15255
H 3.47530 -3.14216 -0.22645
H 3.33086 -2.46784 2.73647
H 4.47544 -3.60430 1.83449
H 2.38752 -6.02484 3.44567
H 3.14311 -4.56965 4.13856
H 3.97994 -5.56581 2.95544
H 1.44085 -2.37073 1.41850
H 1.91361 -1.04269 0.78098
C -0.05303 -3.31662 4.53333
C -0.39362 -1.87465 4.19351
C -0.15062 -0.86640 5.31984
O -0.65904 0.37215 4.84517
C -0.08669 1.46253 5.66207
N 0.39152 -1.54726 3.03696
H -0.39614 -3.46573 5.55711
H 0.98161 -3.55843 4.29013
H -0.55832 -4.04950 3.90430
H -1.44527 -1.98540 3.92922
H 0.92405 -0.72727 5.43746
H -0.64581 -1.17727 6.23976
H -0.42321 1.42045 6.69797
H -0.32957 2.44328 5.25312
H 0.99954 1.42671 5.74527
H 0.11956 -0.68704 2.58290
H 1.34737 -1.42447 3.33926
C 3.74616 1.05615 4.89929
C 2.97965 1.45983 3.62010
O 2.51321 0.18975 2.92302
H 4.19038 1.91136 5.40859
H 4.59136 0.40104 4.68818
H 3.18675 0.59561 5.71359
H 3.55371 2.19100 3.05094
H 2.11050 2.02991 3.94827
H 2.10947 0.49739 2.10819
C -2.02114 4.76472 3.14939
C -2.30456 3.31313 2.81892
O -2.74214 3.24012 1.43756
H -1.27830 5.23730 2.50678
H -1.60852 4.75806 4.15825
H -2.92059 5.38014 3.13007
H -3.07446 2.98546 3.51748
H -1.37187 2.80487 3.06358
H -2.47956 2.39322 1.06958
C -4.28181 -0.23453 2.63381
C -4.60855 -0.23912 1.16576
O -3.41860 -0.51619 0.41799
H -3.56332 -1.00300 2.91900
H -5.20839 -0.30008 3.20412
H -4.00044 0.76694 2.95934
H -5.09189 0.66392 0.79295
H -5.33224 -1.00690 0.89210
H -2.78974 0.20530 0.34328
*
```

Computed, not measured: 7 unconnected molecules or ions with the total composition C20H54O7 at a distorted geometry, with ωB97M-V/def2-TZVPD.

- total energy (eV) = -35945.52290
- HOMO-LUMO gap (eV) = 10.07
- SMILES string = CC(C)O.CC(C)O.CC(C)O.CC(C)O.CC(C)O.CC(C)O.CCO

Geometry as ORCA input:
```
! wB97M-V def2-TZVPD RIJCOSX def2/J DEFGRID3
* xyz 0 1
C -2.11536 1.99781 3.42994
C -1.28340 1.65240 4.65396
C -2.10163 1.46676 5.99123
O -0.54679 0.50909 4.26869
H -1.49434 2.20783 2.55912
H -2.65617 2.94148 3.50127
H -2.89292 1.29871 3.12211
H -0.53578 2.44294 4.71894
H -2.80059 2.26437 6.24294
H -1.48834 1.37235 6.88738
H -2.70022 0.55595 6.00571
H 0.07393 0.31964 4.97610
C 3.99992 1.77646 -1.09144
C 4.02353 2.69626 0.13094
C 4.50819 2.02498 1.43752
O 4.97567 3.60923 -0.28064
H 4.88674 1.15544 -1.21786
H 3.74303 2.26333 -2.03222
H 3.14510 1.12660 -0.90425
H 3.10473 3.28267 0.12659
H 5.32463 2.55856 1.92417
H 4.90396 1.04633 1.16602
H 3.69310 1.66409 2.06481
H 5.80709 3.19993 -0.53128
C -4.01130 -1.95840 2.74984
C -3.09080 -2.41710 3.91240
C -3.62489 -3.80670 4.31452
O -1.77828 -2.38918 3.56813
H -3.94945 -2.71152 1.96428
H -3.75617 -0.97501 2.35494
H -5.06694 -1.99160 3.01932
H -3.26023 -1.78842 4.78656
H -2.86910 -4.58851 4.23933
H -4.54699 -4.16151 3.85415
H -3.80331 -3.71196 5.38563
H -1.43800 -1.49822 3.45858
C 0.18541 0.57032 -4.22464
C 0.85416 1.82044 -4.75239
C 2.40117 1.81045 -4.57740
O 0.46446 2.03477 -6.11667
H -0.89119 0.72978 -4.28456
H 0.54362 0.56725 -3.19518
H 0.31301 -0.38443 -4.73479
H 0.35609 2.63633 -4.22862
H 2.92656 2.73163 -4.82937
H 2.73388 0.96253 -5.17610
H 2.55096 1.68864 -3.50463
H 0.98011 1.50166 -6.72618
C 3.18261 -2.59936 -0.86781
C 3.15864 -2.90631 -2.36574
C 2.11634 -1.98058 -3.12365
O 4.45220 -2.62165 -2.88318
H 3.40346 -1.53561 -0.77966
H 3.86915 -3.24459 -0.31970
H 2.13850 -2.71846 -0.57840
H 2.80151 -3.92134 -2.53971
H 1.13883 -1.98479 -2.64140
H 2.00534 -2.14245 -4.19584
H 2.35235 -0.93247 -2.93964
H 4.36691 -2.54519 -3.83632
C -3.66856 -1.32626 -3.30370
C -3.86832 -0.11464 -2.32946
C -3.48455 -0.55292 -0.95460
O -3.05910 0.92298 -2.73682
H -4.39799 -2.12056 -3.14519
H -2.63971 -1.68066 -3.36658
H -3.74062 -0.97269 -4.33224
H -4.90910 0.20910 -2.33847
H -2.50675 -1.02481 -0.85800
H -4.28814 -1.18963 -0.58454
H -3.41699 0.34425 -0.33927
H -2.72190 1.33471 -1.93784
C 0.02062 0.88190 0.20963
C 0.81530 0.09793 1.21670
O 1.15804 1.01141 2.21993
H -0.27936 0.30532 -0.66540
H 0.57274 1.79057 -0.03037
H -0.93265 1.19947 0.63213
H 1.72277 -0.20242 0.69287
H 0.28002 -0.74200 1.65954
H 0.56148 0.85728 2.95611
*
```

Listing relative energy (zero: lowest compared OMol25 entry of this formula, charge and spin) for the structures above in their given order: 296.4; 60.8; 168.7 kJ/mol.